C7H14NOP | ωB97M-V/def2-TZVPD

## Properties
- E: -20307.748 eV
- Energy above the lowest of the compared OMol25 structures with the same formula, charge and spin: 387.2 kJ/mol
- Charge: 0
- Frontier orbital gap (alpha / beta): 7.06 / 7.06 eV

Last columns: bonded neighbours and bond lengths (Å).
Cartesian coordinates (Å):
1 C 1.1468 2.4304 -2.0382  P10 1.632, H11 1.077, H12 1.148
2 C 0.4174 0.0154 -0.1075  C6 1.455, N8 1.324, O9 1.321
3 C 1.8765 -1.8081 0.6633  C6 1.596, H13 1.042, H14 1.119, H15 1.013
4 C -2.1045 -0.5369 -1.4663  C7 1.525, H16 1.072, H17 1.172, H18 1.137
5 C -0.9526 0.6917 1.6672  N8 1.407, H19 1.079, H20 1.108, H21 1.072
6 C 1.4569 -0.2813 0.8659  C2 1.455, C3 1.596, H22 1.149, H23 1.037
7 C -1.7365 0.6409 -0.5706  C4 1.525, N8 1.338, H24 1.021
8 N -0.8002 0.3040 0.3239  C2 1.324, C5 1.407, C7 1.338
9 O 0.6692 0.0087 -1.4045  C2 1.321, P10 1.703
10 P 0.1907 1.1997 -2.5236  C1 1.632, O9 1.703
11 H 1.0179 3.4069 -2.4733  C1 1.077
12 H 1.6971 2.4228 -1.0302  C1 1.148
13 H 2.8293 -2.0622 0.9986  C3 1.042
14 H 1.0518 -2.4500 1.0645  C3 1.119
15 H 1.8450 -2.0928 -0.3081  C3 1.013
16 H -2.5030 -1.2275 -0.7501  C4 1.072
17 H -1.1176 -0.9025 -1.9826  C4 1.172
18 H -2.8100 -0.3543 -2.3393  C4 1.137
19 H -1.6771 1.4577 1.8961  C5 1.079
20 H -1.2501 -0.0634 2.4217  C5 1.108
21 H -0.0780 1.1177 2.1171  C5 1.072
22 H 2.3725 0.3934 0.6994  C6 1.149
23 H 1.2819 -0.1104 1.8738  C6 1.037
24 H -2.5639 1.1557 -0.2672  C7 1.021